# 1
47
Properties=species:S:1:pos:R:3:forces:R:3 method="wB97M-V/def2-TZVPD" spin_multiplicity=4 gap_ev="1.774 / 3.827" homo_energy_ha="-0.351 / -0.351" total_charge=+1 s_squared=4.24
C 3.965 3.305 -0.401 -0.6 -0.5 -0.6
C 2.941 2.351 -0.744 0.8 0.6 -0.3
C 1.675 2.881 -0.322 0.2 0.8 -0.4
H 3.087 1.400 -1.258 0.0 0.3 0.4
C 1.918 4.180 0.258 0.6 0.1 -0.4
C 3.336 4.427 0.240 -1.0 0.0 -0.7
H 3.823 5.334 0.606 -0.1 -0.5 0.0
H 5.023 3.205 -0.641 -0.3 -0.1 0.3
H 0.701 2.409 -0.471 0.3 0.0 0.3
H 1.153 4.845 0.645 0.2 -0.2 0.0
Mn 2.941 2.647 1.403 -0.3 -1.2 1.2
Cl 1.535 3.274 2.954 0.5 -0.5 0.0
P -0.555 -0.692 0.123 1.9 1.8 0.8
C -1.899 0.219 -0.614 -0.7 0.2 -0.6
C -2.551 -0.185 -1.795 -0.1 0.3 0.5
H -2.256 -1.115 -2.284 -0.1 0.2 0.1
C -3.573 0.605 -2.317 0.0 0.3 0.0
H -4.088 0.288 -3.224 0.1 0.1 0.2
C -3.938 1.800 -1.685 0.2 -0.2 0.0
H -4.748 2.407 -2.092 0.2 -0.2 0.1
C -3.263 2.225 -0.534 -0.1 0.0 0.0
H -3.541 3.162 -0.047 0.0 -0.3 -0.2
C -2.235 1.456 -0.003 0.0 -0.7 -0.5
H -1.677 1.776 0.881 -0.2 -0.1 -0.2
C 0.368 -1.676 -1.060 0.2 -0.7 -0.3
C 0.678 -1.122 -2.325 -0.2 -0.5 0.5
H 0.313 -0.126 -2.587 0.0 -0.3 0.0
C 1.427 -1.862 -3.233 0.1 -0.1 0.1
H 1.608 -1.465 -4.234 0.0 -0.1 0.3
C 1.942 -3.112 -2.870 0.0 0.0 0.1
H 2.522 -3.693 -3.590 -0.2 0.2 0.3
C 1.735 -3.612 -1.577 0.1 0.2 -0.3
H 2.177 -4.563 -1.281 -0.1 0.2 -0.1
C 0.958 -2.902 -0.668 -0.5 0.6 -0.4
H 0.785 -3.279 0.340 0.0 0.0 -0.3
C -1.067 -1.573 1.592 -0.4 -0.5 0.6
C -2.335 -2.173 1.718 0.6 0.0 0.2
H -3.043 -2.121 0.888 0.2 -0.1 0.3
C -2.659 -2.836 2.901 0.0 0.0 0.2
H -3.637 -3.309 3.006 0.3 0.1 0.0
C -1.739 -2.896 3.959 0.0 0.2 -0.3
H -1.993 -3.435 4.873 0.1 0.2 -0.3
C -0.500 -2.252 3.851 -0.1 -0.1 0.1
H 0.210 -2.286 4.681 -0.3 0.0 -0.2
C -0.168 -1.567 2.688 -0.5 -0.2 -0.6
H 0.775 -1.022 2.591 -0.3 -0.2 0.1
Cl 3.867 0.674 1.658 -0.4 0.8 0.1

# 2
82
Properties=species:S:1:pos:R:3:forces:R:3 method="wB97M-V/def2-TZVPD" gap_ev=10.986 homo_energy_ha=-0.400 smiles="FC(F)C(F)(F)COC(F)(F)C(F)F.FC(F)C(F)(F)COC(F)(F)C(F)F.FC(F)C(F)(F)COC(F)(F)C(F)F.FC(F)C(F)(F)COC(F)(F)C(F)F.O=C1OCCO1" total_charge=0
F 1.370 -8.951 0.066 0.0 0.2 0.0
C 1.478 -7.740 0.696 0.7 -0.7 -1.7
F 0.841 -7.840 1.851 -0.6 0.1 1.1
C 2.993 -7.534 0.978 -1.9 0.0 0.2
F 3.716 -7.565 -0.151 0.0 0.0 0.2
F 3.227 -8.636 1.734 1.2 -0.1 0.2
C 3.243 -6.326 1.853 2.4 -0.3 0.6
O 3.134 -5.076 1.167 -1.2 0.2 0.3
C 2.149 -4.249 1.703 0.4 1.1 -2.2
F 1.007 -4.849 1.944 -1.4 -1.4 0.0
F 2.528 -3.744 2.852 0.9 0.7 1.7
C 1.876 -3.043 0.713 1.7 -1.6 0.1
F 1.428 -3.557 -0.460 -0.1 0.4 0.4
F 0.957 -2.193 1.224 0.5 -0.3 -0.2
H 0.986 -7.023 0.062 0.0 0.6 -0.2
H 4.322 -6.460 2.265 -1.8 0.5 -0.6
H 2.511 -6.400 2.644 0.1 0.0 0.4
H 2.895 -2.617 0.564 -1.0 0.6 -0.1
F -2.621 10.313 3.624 1.8 -0.5 0.2
C -1.321 9.828 3.938 -2.1 -0.4 -2.1
F -0.833 10.514 4.928 0.2 0.8 1.8
C -1.474 8.345 4.291 0.2 0.5 0.7
F -2.244 8.282 5.409 -0.7 -0.4 -0.4
F -0.250 8.016 4.722 1.4 -0.7 0.0
C -1.924 7.353 3.215 0.5 -0.7 0.1
O -1.373 7.769 1.975 1.5 0.8 1.8
C -1.728 7.353 0.797 -1.3 0.1 -2.8
F -1.892 6.041 0.633 0.2 -1.2 0.7
F -2.994 7.850 0.451 0.9 0.1 0.2
C -0.665 7.807 -0.250 0.7 1.0 -0.1
F -1.026 7.443 -1.507 -0.2 0.3 0.7
F -0.626 9.184 -0.146 -0.2 -0.4 -0.4
H -0.626 9.952 3.122 -0.3 0.1 -0.8
H -2.976 7.350 3.164 -1.4 0.1 -0.1
H -1.575 6.322 3.465 -0.1 0.9 0.0
H 0.388 7.484 -0.109 -0.9 -0.4 0.4
F 3.243 -1.764 -8.275 0.3 0.3 -1.8
C 2.726 -1.695 -7.075 -0.2 -1.0 1.3
F 3.159 -2.872 -6.458 -0.8 0.9 0.1
C 3.390 -0.509 -6.328 0.6 -0.6 0.2
F 2.976 0.625 -6.919 -0.3 0.2 0.2
F 4.743 -0.568 -6.500 -0.1 -0.1 -0.3
C 3.184 -0.567 -4.833 -1.9 0.8 0.3
O 1.806 -1.055 -4.672 1.1 -0.3 1.3
C 1.544 -1.541 -3.394 1.2 -0.6 -1.9
F 2.156 -2.754 -3.162 -0.2 0.9 -0.1
F 2.056 -0.674 -2.491 -0.7 -0.4 0.3
C 0.040 -1.760 -3.426 0.2 1.2 0.9
F -0.437 -2.164 -2.249 -0.1 0.1 0.8
F -0.450 -0.535 -3.726 -0.8 0.2 0.2
H 1.599 -1.658 -7.131 1.2 0.0 0.3
H 3.264 0.411 -4.324 0.0 -0.3 -0.6
H 3.882 -1.230 -4.373 0.5 -0.7 0.0
H -0.277 -2.463 -4.153 0.1 -0.7 -1.0
F -5.637 -4.786 1.284 0.4 0.2 -0.7
C -4.646 -4.476 0.383 0.5 -1.8 0.1
F -5.121 -3.515 -0.447 0.0 -0.7 -0.3
C -3.472 -3.873 1.157 0.7 -2.9 -1.7
F -2.356 -3.914 0.323 -0.9 0.3 0.7
F -3.199 -4.710 2.198 0.0 0.6 -0.3
C -3.877 -2.562 1.556 1.5 1.7 2.9
O -2.871 -2.120 2.506 -0.7 0.3 0.2
C -2.297 -0.929 2.248 0.0 -0.3 1.7
F -1.612 -1.001 1.105 0.3 0.6 -1.2
F -3.163 0.117 2.174 0.0 -0.5 -0.4
C -1.271 -0.682 3.368 -0.5 0.5 -0.1
F -0.896 0.617 3.288 0.6 -0.1 -0.3
F -1.821 -0.807 4.600 0.3 -0.6 -0.5
H -4.281 -5.440 -0.124 -0.9 1.5 0.3
H -4.790 -2.684 2.118 -0.5 0.4 -0.1
H -3.896 -1.851 0.782 -0.6 0.5 -1.2
H -0.445 -1.370 3.143 0.1 0.2 0.8
O 1.085 4.843 -0.323 0.2 -1.4 0.3
C 0.733 3.685 -0.432 0.6 3.8 -0.1
O 1.281 2.655 0.195 -0.3 -0.3 0.2
C 0.620 1.475 -0.234 -0.1 -1.8 -0.6
C -0.643 1.983 -0.999 0.9 1.4 1.3
O -0.268 3.392 -1.240 -1.0 -2.0 0.1
H 1.339 0.936 -0.929 -1.0 0.4 1.0
H 0.324 0.848 0.661 0.6 0.7 -1.1
H -1.528 1.950 -0.329 0.4 0.1 -0.7
H -0.797 1.591 -1.974 -0.3 -0.8 -0.5

# 3
48
Properties=species:S:1:pos:R:3:forces:R:3 method="wB97M-V/def2-TZVPD" gap_ev=8.103 homo_energy_ha=-0.303 smiles=NCCc1ccc(-c2nc3ccc(C4(c5ccccc5)CC4)nc3s2)c(F)c1 total_charge=0
N 7.424 -4.169 -0.114 -0.7 0.3 -0.4
C 8.039 -2.861 -0.281 -0.9 0.4 -0.9
C 7.144 -1.963 -1.221 -1.7 -1.3 -0.2
C 5.676 -1.707 -0.696 3.0 0.7 1.5
C 5.479 -1.098 0.576 -1.6 0.1 -1.2
C 4.144 -0.789 0.905 0.4 1.2 0.4
C 3.036 -0.876 0.053 -0.2 -1.2 -2.0
C 1.668 -0.375 0.420 -0.1 1.3 2.5
N 1.331 -0.191 1.706 1.7 -1.3 -3.0
C 0.122 0.412 1.810 1.3 -1.0 1.5
C -0.384 0.540 3.094 0.1 0.1 0.0
C -1.614 1.106 3.206 -1.2 1.6 -2.3
C -2.254 1.627 2.009 1.3 -0.9 -2.7
C -3.562 2.464 1.944 0.7 -0.6 0.5
C -4.067 2.996 0.497 0.5 -3.5 1.7
C -3.894 4.284 0.108 0.0 1.3 0.6
C -4.571 4.672 -1.080 0.4 0.8 1.2
C -5.217 3.763 -1.918 0.1 1.0 0.8
C -5.278 2.432 -1.601 1.4 0.5 2.2
C -4.713 2.050 -0.369 -0.3 0.4 -0.3
C -3.721 3.399 3.140 -1.0 -1.4 1.2
C -4.652 2.172 3.020 0.4 -0.3 1.3
N -1.660 1.422 0.732 -3.2 1.5 2.0
C -0.524 0.811 0.653 0.9 -0.4 1.6
S 0.507 0.408 -0.671 0.4 -0.6 -0.9
C 3.309 -1.507 -1.206 -0.6 0.1 2.4
F 2.219 -1.880 -1.961 1.5 0.6 0.2
C 4.622 -1.903 -1.507 -3.2 -0.2 -1.6
H 7.732 -4.641 0.732 -0.2 0.2 -0.2
H 6.439 -3.918 -0.035 0.0 -0.9 0.4
H 8.982 -2.969 -0.785 0.7 0.0 0.0
H 8.184 -2.391 0.695 0.1 0.5 -0.1
H 7.530 -0.984 -1.267 0.9 1.2 0.0
H 7.064 -2.301 -2.323 0.3 0.0 1.9
H 6.280 -0.642 1.169 -0.2 -0.8 -0.1
H 3.945 -0.266 1.832 0.1 -0.1 0.1
H 0.266 0.218 3.925 -0.7 0.1 -0.4
H -2.050 1.330 4.134 -0.6 0.0 1.1
H -3.356 5.015 0.861 -1.3 -1.3 -2.0
H -4.688 5.750 -1.047 -0.1 0.1 -1.3
H -5.889 3.959 -2.718 0.0 1.3 -0.7
H -5.878 1.877 -2.273 -0.2 -1.3 -0.1
H -4.864 1.019 -0.100 0.3 -0.2 0.6
H -3.233 3.410 4.143 0.7 -0.4 -1.4
H -4.087 4.363 2.985 -0.9 1.3 -0.6
H -5.718 2.248 2.787 0.5 0.3 -0.4
H -4.542 1.413 3.919 0.3 1.3 -2.3
H 4.674 -2.328 -2.485 0.6 -0.5 -0.5

# 4
55
Properties=species:S:1:pos:R:3:forces:R:3 method="wB97M-V/def2-TZVPD" gap_ev=6.895 homo_energy_ha=-0.269 total_charge=0
Mg 0.049 0.159 0.253 -0.1 0.2 -0.2
C 2.457 3.234 2.857 0.0 -0.1 0.1
O 1.344 2.886 3.678 0.0 0.2 -0.1
C 1.209 1.553 3.980 0.0 0.0 0.1
C 1.170 1.197 5.310 0.0 0.0 0.1
C 0.969 -0.129 5.699 0.0 0.0 0.0
C 0.821 -1.089 4.722 0.0 0.0 0.1
C 0.824 -0.750 3.365 0.0 -0.2 -0.2
C 0.728 -1.829 2.382 0.1 0.2 0.3
N 0.400 -1.609 1.174 -0.1 -0.6 -0.4
N 0.575 -2.657 0.242 0.1 0.4 0.2
C 0.952 -2.125 -0.902 -0.2 0.0 0.0
O 1.074 -0.866 -1.158 -0.1 -0.2 0.3
C 1.174 -3.083 -2.032 0.1 0.2 0.0
C 0.979 -4.454 -1.896 0.0 0.0 0.0
C 1.164 -5.290 -2.986 0.0 0.0 0.0
C 1.550 -4.767 -4.216 0.0 0.0 0.0
C 1.749 -3.399 -4.352 0.0 0.0 0.1
C 1.561 -2.561 -3.260 0.0 0.0 -0.2
C 1.015 0.600 2.949 -0.1 -0.1 -0.3
O 0.997 0.991 1.703 0.3 0.1 0.4
H 2.584 4.310 2.958 0.0 0.0 0.0
H 2.291 2.964 1.818 -0.1 0.0 -0.1
H 3.361 2.732 3.210 0.0 0.0 0.0
H 1.307 1.982 6.044 0.0 0.0 0.0
H 0.948 -0.393 6.747 0.0 0.0 0.0
H 0.688 -2.131 4.993 0.0 0.0 0.0
H 1.017 -2.840 2.672 0.0 0.0 0.0
H 0.683 -4.848 -0.932 0.0 0.0 0.0
H 1.010 -6.356 -2.876 0.0 0.0 0.0
H 1.699 -5.424 -5.063 0.0 0.0 0.0
H 2.051 -2.985 -5.306 0.0 0.0 0.0
H 1.705 -1.493 -3.345 0.0 0.0 0.0
N -1.785 -1.891 -2.138 0.0 0.0 -0.1
C -1.817 -0.577 -2.376 0.1 -0.1 0.2
N -2.141 -0.168 -3.601 0.0 0.1 0.1
C -2.260 1.148 -3.734 -0.1 0.1 -0.2
N -2.502 1.626 -4.965 0.0 0.0 0.1
N -2.185 2.061 -2.737 0.0 -0.2 -0.1
C -1.836 1.541 -1.583 0.1 0.1 0.4
N -1.562 0.257 -1.335 -0.1 0.2 -0.1
C -1.751 2.455 -0.393 0.0 -0.4 -0.1
C -2.028 3.805 -0.492 -0.1 0.0 0.0
C -1.995 4.559 0.670 0.0 0.1 0.0
C -1.693 3.940 1.871 0.0 0.1 0.0
C -1.398 2.588 1.870 0.1 -0.2 -0.1
N -1.421 1.853 0.757 0.0 0.3 -0.2
H -1.777 -2.506 -2.934 0.0 0.0 0.0
H -1.418 -2.239 -1.265 0.0 0.0 0.0
H -2.638 0.981 -5.722 0.0 0.0 0.0
H -2.671 2.607 -5.087 0.0 0.0 0.0
H -2.265 4.231 -1.456 0.0 0.0 0.0
H -2.201 5.621 0.637 0.0 0.0 0.0
H -1.652 4.493 2.800 0.0 0.0 0.0
H -1.106 2.082 2.780 0.0 0.0 0.0

Please write out number 4 again, unchanged.
55
Properties=species:S:1:pos:R:3:forces:R:3 method="wB97M-V/def2-TZVPD" gap_ev=6.895 homo_energy_ha=-0.269 total_charge=0
Mg 0.049 0.159 0.253 -0.1 0.2 -0.2
C 2.457 3.234 2.857 0.0 -0.1 0.1
O 1.344 2.886 3.678 0.0 0.2 -0.1
C 1.209 1.553 3.980 0.0 0.0 0.1
C 1.170 1.197 5.310 0.0 0.0 0.1
C 0.969 -0.129 5.699 0.0 0.0 0.0
C 0.821 -1.089 4.722 0.0 0.0 0.1
C 0.824 -0.750 3.365 0.0 -0.2 -0.2
C 0.728 -1.829 2.382 0.1 0.2 0.3
N 0.400 -1.609 1.174 -0.1 -0.6 -0.4
N 0.575 -2.657 0.242 0.1 0.4 0.2
C 0.952 -2.125 -0.902 -0.2 0.0 0.0
O 1.074 -0.866 -1.158 -0.1 -0.2 0.3
C 1.174 -3.083 -2.032 0.1 0.2 0.0
C 0.979 -4.454 -1.896 0.0 0.0 0.0
C 1.164 -5.290 -2.986 0.0 0.0 0.0
C 1.550 -4.767 -4.216 0.0 0.0 0.0
C 1.749 -3.399 -4.352 0.0 0.0 0.1
C 1.561 -2.561 -3.260 0.0 0.0 -0.2
C 1.015 0.600 2.949 -0.1 -0.1 -0.3
O 0.997 0.991 1.703 0.3 0.1 0.4
H 2.584 4.310 2.958 0.0 0.0 0.0
H 2.291 2.964 1.818 -0.1 0.0 -0.1
H 3.361 2.732 3.210 0.0 0.0 0.0
H 1.307 1.982 6.044 0.0 0.0 0.0
H 0.948 -0.393 6.747 0.0 0.0 0.0
H 0.688 -2.131 4.993 0.0 0.0 0.0
H 1.017 -2.840 2.672 0.0 0.0 0.0
H 0.683 -4.848 -0.932 0.0 0.0 0.0
H 1.010 -6.356 -2.876 0.0 0.0 0.0
H 1.699 -5.424 -5.063 0.0 0.0 0.0
H 2.051 -2.985 -5.306 0.0 0.0 0.0
H 1.705 -1.493 -3.345 0.0 0.0 0.0
N -1.785 -1.891 -2.138 0.0 0.0 -0.1
C -1.817 -0.577 -2.376 0.1 -0.1 0.2
N -2.141 -0.168 -3.601 0.0 0.1 0.1
C -2.260 1.148 -3.734 -0.1 0.1 -0.2
N -2.502 1.626 -4.965 0.0 0.0 0.1
N -2.185 2.061 -2.737 0.0 -0.2 -0.1
C -1.836 1.541 -1.583 0.1 0.1 0.4
N -1.562 0.257 -1.335 -0.1 0.2 -0.1
C -1.751 2.455 -0.393 0.0 -0.4 -0.1
C -2.028 3.805 -0.492 -0.1 0.0 0.0
C -1.995 4.559 0.670 0.0 0.1 0.0
C -1.693 3.940 1.871 0.0 0.1 0.0
C -1.398 2.588 1.870 0.1 -0.2 -0.1
N -1.421 1.853 0.757 0.0 0.3 -0.2
H -1.777 -2.506 -2.934 0.0 0.0 0.0
H -1.418 -2.239 -1.265 0.0 0.0 0.0
H -2.638 0.981 -5.722 0.0 0.0 0.0
H -2.671 2.607 -5.087 0.0 0.0 0.0
H -2.265 4.231 -1.456 0.0 0.0 0.0
H -2.201 5.621 0.637 0.0 0.0 0.0
H -1.652 4.493 2.800 0.0 0.0 0.0
H -1.106 2.082 2.780 0.0 0.0 0.0